Entry 1:
# C30H16BaBr4F9N2O2P

C30H16BaBr4F9N2O2P as an isolated structure at a distorted geometry (ωB97M-V/def2-TZVPD, the Open Molecules 2025 dataset).

XYZ file:
```
65
C30H16BaBr4F9N2O2P (ωB97M-V/def2-TZVPD)
Ba 2.492 1.180 -1.195
Br 3.853 -2.145 4.956
C 3.039 -1.059 3.652
C 2.199 -0.021 4.009
Br 1.840 0.353 5.819
C 1.604 0.752 3.004
Br 0.525 2.252 3.406
C 1.793 0.478 1.656
O 1.209 1.178 0.692
C 2.698 -0.567 1.279
O 2.960 -0.750 -0.012
C 3.295 -1.304 2.296
Br 4.470 -2.670 1.723
F -4.735 -2.507 -5.823
C -3.552 -3.104 -5.586
F -2.899 -3.175 -6.757
F -3.825 -4.365 -5.202
C -2.765 -2.369 -4.536
C -3.328 -2.219 -3.268
C -2.636 -1.544 -2.287
C -1.373 -1.003 -2.548
C -0.827 -1.165 -3.812
C -1.518 -1.848 -4.813
P -0.400 -0.092 -1.292
C -1.575 1.254 -0.875
C -1.716 1.811 0.397
C -2.537 2.908 0.598
C -3.216 3.478 -0.469
C -3.068 2.958 -1.743
C -2.248 1.857 -1.939
C -4.078 4.681 -0.210
F -4.998 4.433 0.743
F -3.347 5.728 0.223
F -4.738 5.087 -1.308
C -0.367 -1.352 0.040
C -1.033 -1.278 1.261
C -0.815 -2.231 2.242
C 0.070 -3.274 2.008
C 0.708 -3.382 0.785
C 0.487 -2.424 -0.191
C 0.312 -4.273 3.105
F -0.815 -4.955 3.404
F 1.246 -5.178 2.777
F 0.712 -3.672 4.238
H -4.304 -2.635 -3.056
H -3.074 -1.437 -1.302
H 0.153 -0.761 -4.037
H -1.081 -1.970 -5.793
H -1.143 1.441 1.231
H -2.630 3.328 1.591
H -3.591 3.400 -2.579
H -2.155 1.454 -2.941
H -1.724 -0.478 1.476
H -1.322 -2.147 3.194
H 1.404 -4.190 0.605
H 1.031 -2.502 -1.124
N 5.150 4.229 1.705
C 5.722 3.017 2.016
C 5.160 2.122 1.166
N 4.250 2.760 0.342
C 4.276 4.021 0.700
H 5.327 5.108 2.157
H 6.448 2.909 2.800
H 5.322 1.057 1.112
H 3.674 4.817 0.292
```

Energy relative to the best compared isomer or geometry (same formula, charge and spin) ... 0.1649 eV
M ... 1095.37 g/mol
HOMO energy ... -7.085 eV

***

Entry 2:
# C31H33CoN5O2

C31H33CoN5O2 as an isolated structure (ωB97M-V/def2-TZVPD, the Open Molecules 2025 dataset).

XYZ file:
```
72
C31H33CoN5O2 (ωB97M-V/def2-TZVPD)
Co -0.145 1.020 0.214
C 6.416 -0.254 -1.682
C 5.073 -0.172 -1.004
C 4.517 -1.277 -0.361
C 3.298 -1.180 0.309
C 2.839 -2.213 1.223
N 2.636 -3.459 0.969
C 2.409 -4.147 -0.330
C 1.696 -3.309 -1.390
C 0.422 -2.585 -0.951
N -0.720 -3.495 -0.780
C -1.615 -3.514 0.160
C -1.833 -2.636 1.271
C -2.475 -3.239 2.378
C -2.761 -2.558 3.542
C -3.406 -3.222 4.730
C -2.435 -1.203 3.559
C -1.844 -0.537 2.484
C -1.659 0.897 2.633
N -1.050 1.695 1.833
C -1.089 3.146 2.118
C 0.204 3.894 1.809
C 0.652 3.873 0.344
N 1.194 2.542 0.025
C 2.435 2.419 -0.251
C 3.114 1.136 -0.340
C 4.370 1.025 -0.945
C 2.557 0.013 0.284
O 1.345 -0.007 0.808
C -1.550 -1.245 1.287
O -1.148 -0.634 0.217
H 6.714 -1.286 -1.853
H 7.183 0.217 -1.066
H 6.402 0.261 -2.642
H 5.077 -2.206 -0.332
H 2.689 -1.927 2.262
H 2.495 -4.054 1.779
H 1.799 -5.009 -0.061
H 3.354 -4.537 -0.705
H 1.485 -3.999 -2.211
H 2.361 -2.555 -1.808
H 0.153 -1.845 -1.705
H 0.542 -2.050 -0.015
H -0.817 -4.217 -1.487
H -2.282 -4.371 0.098
H -2.749 -4.287 2.308
H -3.794 -4.205 4.471
H -4.232 -2.623 5.112
H -2.688 -3.347 5.541
H -2.680 -0.625 4.445
H -2.098 1.325 3.536
H -1.339 3.290 3.170
H -1.908 3.567 1.528
H 1.016 3.530 2.442
H 0.031 4.935 2.086
H 1.411 4.635 0.163
H -0.197 4.075 -0.311
H 3.040 3.316 -0.392
H 4.807 1.909 -1.398
N -1.334 1.757 -1.221
C -2.069 2.198 -1.991
C -2.973 2.755 -2.938
C -2.481 3.640 -3.903
C -3.364 4.190 -4.810
C -4.714 3.860 -4.750
C -5.196 2.977 -3.789
C -4.329 2.417 -2.873
H -1.427 3.883 -3.939
H -3.005 4.875 -5.566
H -5.401 4.298 -5.462
H -6.248 2.730 -3.758
H -4.686 1.727 -2.119
```

Energy relative to the best compared isomer or geometry (same formula, charge and spin) ... 0.2414 eV
Spin multiplicity ... 5
⟨S²⟩ ... 6.02
Net charge ... +3
M ... 566.57 g/mol
HOMO energy (spin up / spin down) ... -16.352 / -16.352 eV

***

Entry 3:
# C50H108N14O5

C50H108N14O5 as an isolated structure at a distorted geometry (ωB97M-V/def2-TZVPD, the Open Molecules 2025 dataset).

XYZ file:
```
177
C50H108N14O5 (ωB97M-V/def2-TZVPD)
C 0.915 9.547 -8.286
C -0.182 10.508 -7.901
O -1.262 10.211 -7.470
N 0.284 12.003 -7.947
H 0.500 12.268 -6.933
H 1.103 12.049 -8.538
C -0.786 12.874 -8.453
H 1.419 9.929 -9.228
H 0.376 8.617 -8.442
H 1.649 9.535 -7.486
H -1.715 12.701 -7.883
H -0.989 12.599 -9.461
H -0.476 13.936 -8.233
C 5.164 4.992 -12.997
C 3.700 5.129 -13.340
O 2.964 6.071 -13.234
N 2.911 3.805 -13.724
H 2.356 3.470 -12.947
H 2.264 4.184 -14.352
C 3.777 2.717 -14.404
H 5.774 5.282 -13.850
H 5.390 3.949 -12.719
H 5.500 5.648 -12.143
H 3.264 2.363 -15.301
H 3.896 1.931 -13.678
H 4.702 3.125 -14.795
C -16.466 4.985 5.726
C -15.280 5.112 4.941
O -15.109 5.137 3.795
N -14.015 5.159 5.957
H -14.041 6.042 6.501
H -14.349 4.360 6.530
C -12.659 4.905 5.337
H -17.313 5.220 5.097
H -16.524 5.445 6.695
H -16.569 3.916 6.029
H -11.971 4.707 6.196
H -12.423 5.895 4.875
H -12.701 4.062 4.655
C 0.967 -14.218 6.428
C 1.729 -13.872 7.643
O 1.430 -12.986 8.370
N 3.040 -14.593 7.962
H 3.071 -14.783 8.964
H 2.951 -15.496 7.472
C 4.151 -13.675 7.501
H 1.568 -14.368 5.536
H 0.249 -13.461 6.227
H 0.458 -15.194 6.602
H 3.732 -12.707 7.230
H 4.790 -14.167 6.814
H 4.803 -13.433 8.358
C 4.081 -1.752 -3.535
C 7.998 0.896 -8.339
O 7.837 0.003 -9.048
N 13.052 -4.824 -9.880
H 14.003 -5.270 -10.162
H 13.148 -3.836 -10.129
C 13.028 -5.166 -8.430
H 3.954 -2.622 -2.854
H 4.511 -0.808 -3.130
H 4.045 -1.663 -4.653
H 13.148 -6.303 -8.546
H 12.055 -4.862 -7.962
H 13.960 -4.860 -7.800
C -5.270 -11.263 -3.502
C -7.743 -7.710 5.600
C -6.529 -7.383 6.465
C -5.947 -6.142 7.106
N -4.535 -6.199 7.625
C -3.514 -5.296 7.122
C -2.521 -6.371 7.809
C -3.555 -7.412 8.006
C -4.283 -6.528 9.017
C -5.791 -2.696 10.934
C -6.717 -0.842 9.294
C -6.403 -1.945 10.219
H -4.411 -10.630 -3.367
H -5.418 -12.156 -2.952
H -5.985 -10.874 -4.212
H -8.184 -6.890 4.743
H 6.133 1.828 -8.728
H -4.120 -2.809 -0.684
H -6.106 -8.184 6.959
H -6.668 -5.878 7.838
H -6.094 -5.361 6.192
H -3.564 -4.330 7.593
H -3.472 -5.213 6.041
H -1.878 -5.928 8.702
H -1.548 -6.745 7.246
H -3.821 -8.539 7.841
H -8.359 -8.638 5.412
H -4.045 -5.953 9.904
H -5.234 -6.805 9.345
H -4.543 -2.691 11.472
H -6.257 -3.726 10.838
H -2.147 -2.424 3.018
H -14.761 0.580 6.277
H -0.325 5.920 12.086
H -4.879 4.299 17.543
H 2.727 -12.606 9.883
C 7.100 9.174 1.759
C 8.130 10.006 2.436
N 9.436 10.029 1.679
C 10.205 8.994 1.168
C 11.258 9.523 0.556
N 11.086 10.864 0.510
C 9.912 11.181 1.161
C 11.991 11.850 -0.206
H 6.768 9.668 0.900
H 6.293 9.032 2.480
H 7.552 8.176 1.482
H 8.347 9.538 3.420
H 7.648 10.968 2.565
H 10.001 7.889 1.401
H 12.108 8.989 0.119
H 9.537 12.138 1.387
H 12.730 11.171 -0.745
H 12.468 12.567 0.424
H 11.499 12.421 -0.997
C -4.308 8.452 13.941
C -2.818 8.410 13.918
N -2.311 8.477 12.508
C -2.853 7.575 11.606
C -2.491 7.993 10.368
N -1.665 9.108 10.501
C -1.621 9.347 11.806
C -1.201 9.974 9.440
H -4.856 9.219 13.352
H -4.787 8.330 14.946
H -4.624 7.544 13.420
H -2.414 7.447 14.340
H -2.364 9.195 14.445
H -3.386 6.692 11.885
H -2.543 7.602 9.335
H -1.235 10.308 12.190
H -0.719 10.806 9.908
H -2.085 10.358 8.954
H -0.484 9.443 8.749
C 1.420 -0.687 -2.863
C 1.539 0.262 -3.999
N 0.640 0.055 -5.140
C 0.071 0.996 -5.998
C -0.841 0.295 -6.778
N -0.746 -1.010 -6.416
C 0.097 -1.181 -5.461
C -1.536 -2.153 -7.025
H 2.028 -0.247 -2.066
H 1.858 -1.705 -3.014
H 0.403 -0.796 -2.396
H 2.496 0.179 -4.472
H 1.370 1.318 -3.849
H 0.174 2.031 -5.798
H -1.533 0.601 -7.525
H 0.291 -2.069 -4.835
H -1.295 -2.097 -8.058
H -2.584 -1.866 -6.824
H -1.261 -2.996 -6.380
C -0.291 -10.003 -5.612
C 0.426 -10.780 -6.611
N 0.301 -10.338 -8.070
C -0.852 -10.023 -8.747
C -0.561 -10.037 -10.100
N 0.745 -10.438 -10.184
C 1.261 -10.524 -8.979
C 1.499 -10.379 -11.500
H -1.376 -10.072 -5.826
H 0.075 -8.949 -5.472
H -0.230 -10.457 -4.603
H 0.172 -11.851 -6.566
H 1.492 -10.790 -6.443
H -1.853 -9.970 -8.261
H -1.123 -9.894 -10.975
H 2.306 -10.682 -8.836
H 2.608 -10.402 -11.209
H 1.256 -9.424 -11.981
H 1.184 -11.206 -12.153
```

Net charge ... +10
M ... 985.51 g/mol
HOMO energy ... -16.759 eV